59
Properties=species:S:1:pos:R:3 method="wB97M-V/def2-TZVPD" multiplicity=1 smiles="CC(C)Oc1ccc([C@H](CC(=O)NCCCN(C)C)c2ccc(F)cc2)cc1" relative_energy_kcal_mol=0.0 homo_lumo_gap_ev=9.39 total_charge=0
H -2.155 -4.981 -0.282
H -2.099 -0.069 -1.097
C 5.076 1.328 -1.097
H -2.884 3.679 1.304
C 5.843 0.362 -0.477
H 0.837 -4.339 -0.408
H -0.915 -5.750 1.721
H -2.777 3.832 -2.353
N -2.502 1.931 -1.544
C 3.320 0.926 0.508
H 3.744 -0.578 1.968
C 0.012 2.653 1.465
H -1.938 -4.366 2.120
H 6.004 -1.081 1.089
C 1.075 -0.622 -0.495
H -1.183 2.486 -0.228
H -2.865 0.659 0.833
C 1.031 -0.007 0.749
H -1.521 -1.789 2.088
H -0.205 -4.677 -1.799
C 1.263 2.457 0.616
H -3.478 2.531 -3.343
H -1.719 2.761 -3.281
H 5.465 1.853 -1.956
C 3.813 1.603 -0.600
H -1.254 0.572 -2.505
H 1.936 3.297 0.796
N -1.137 2.665 0.772
O -1.637 -3.073 -0.204
C -0.782 -1.469 1.370
H 0.034 0.038 2.641
H -2.980 0.161 -2.621
H 1.003 2.410 -0.441
C 0.091 -0.441 1.675
H -4.466 1.299 -1.049
H -4.279 1.589 1.340
C 5.381 -0.333 0.626
C -1.274 -4.426 0.063
H 3.217 2.357 -1.089
C -2.636 2.807 -2.693
F 7.075 0.089 -0.960
C -3.680 1.978 -0.680
C -2.200 0.576 -1.966
H -2.282 2.487 2.472
C -3.347 1.636 0.775
H -0.193 -4.148 1.917
C 0.214 -1.658 -0.804
O 0.065 2.775 2.675
C -1.066 -4.687 1.555
C -2.433 2.684 1.407
H 1.795 -0.292 -1.230
C 4.120 -0.043 1.109
C -0.052 -4.871 -0.740
H 0.248 -2.124 -1.777
H 2.031 1.223 2.168
H 0.106 -5.937 -0.601
H -4.080 2.995 -0.708
C -0.720 -2.094 0.129
C 1.942 1.156 1.077